Molecular formula: C4H6O2S
Method: DFT, ωB97M-V with the def2-TZVPD basis set

Positions of all 13 atoms, in Å:
C1 2.94 -0.60 -0.24
C2 1.86 -0.03 0.30
O1 0.56 -0.57 0.16
C3 -0.56 0.21 0.02
S1 -0.65 1.89 -0.08
O2 -1.71 -0.50 -0.04
C4 -1.61 -1.94 -0.01
H1 3.89 -0.08 -0.15
H2 2.87 -1.48 -0.83
H3 1.93 0.85 0.91
H4 -2.62 -2.31 0.01
H5 -1.10 -2.30 -0.90
H6 -1.09 -2.25 0.91

Output
Electronic energy: -704.6242 hartree
Energy above the lowest of the compared OMol25 structures with the same formula, charge and spin: 1.505 eV
E_LUMO: 0.73 eV
Orbital gap: 9.54 eV
F_max: 2.024 eV Å⁻¹

natural (NBO) atomic charge list, values in e, 6 entries: atom 1 (C): -0.44, atom 2 (C): 0.13, atom 3 (O): -0.53, atom 4 (C): 0.53, atom 5 (S): -0.18, atom 6 (O): -0.48